(1)
Below is a 2-piece molecular cluster, H4N3P overall in a non-equilibrium geometry, with properties calculated with ωB97M-V with the def2-TZVPD basis set.

* E: -13821.609 eV
* energy relative to the best compared isomer or geometry (same formula, charge and spin): 0.6284 eV
* charge: 0
* LUMO: -0.109 eV

CARTESIAN COORDINATES (ANGSTROEM)
N1 0.23447 -0.55788 -1.18022
N2 1.26289 -0.35216 -0.74351
N3 -1.83066 0.16464 0.39623
P1 2.27858 0.36117 0.26065
H1 -0.99725 0.50832 0.96730
H2 -2.68236 -0.02596 0.96909
H3 3.18272 0.60618 -0.66690
H4 -1.44838 -0.70431 -0.00265

Forces on the atoms, in the same order (eV/Å):
2.14 -0.95 -0.21
-4.22 0.08 -2.08
1.17 -0.10 0.91
0.76 0.54 3.81
-2.02 -0.37 -0.51
1.44 0.15 -0.39
1.75 0.25 -1.85
-1.03 0.40 0.32

Here are the natural (NBO) charges for atoms 1 to 5, given in e: number 1, N, carries 0.05; number 2, N, carries -0.25; number 3, N, carries -1.09; number 4, P, carries 0.24; number 5, H, carries 0.36

=====

(2)
Below is H4N4O as an isolated structure in a non-equilibrium geometry, with properties calculated with ωB97M-V with the def2-TZVPD basis set.

* E: -8067.125 eV
* energy relative to the best compared isomer or geometry (same formula, charge and spin): 1.7560 eV
* charge: 0
* LUMO (spin up / spin down): -0.067 / -0.066 eV

CARTESIAN COORDINATES (ANGSTROEM)
N1 -0.14814 1.68337 -1.05400
N2 -0.37724 -1.43040 0.16080
N3 0.31411 0.87024 0.57263
N4 0.68883 -0.40135 0.32049
O1 -0.83224 2.58975 -0.84798
H1 -0.25559 -1.92085 -0.74540
H2 -0.22442 -2.09607 0.90215
H3 -0.35678 1.04033 1.35820
H4 1.19148 -0.33501 -0.66688

Forces on the atoms, in the same order (eV/Å):
-0.76 -0.33 3.36
0.08 0.86 -0.75
-0.52 1.72 -1.96
1.18 -1.21 -2.51
0.60 -0.42 -0.75
-0.04 0.50 0.88
0.16 -0.17 0.03
0.31 -0.67 -1.16
-1.02 -0.26 2.86

Here are the natural (NBO) charges for atoms 1 to 5, given in e: number 1, N, carries 0.29; number 2, N, carries -0.71; number 3, N, carries -0.46; number 4, N, carries -0.31; number 5, O, carries -0.21

=====

(3)
Below is a 2-piece molecular cluster, H4N4O2 overall in a non-equilibrium geometry, with properties calculated with ωB97M-V with the def2-TZVPD basis set.

* E: -10113.422 eV
* energy relative to the best compared isomer or geometry (same formula, charge and spin): 2.0453 eV
* charge: 0
* LUMO: 0.546 eV

CARTESIAN COORDINATES (ANGSTROEM)
N1 -1.36808 -0.92432 0.46699
N2 -1.64484 -0.03196 -0.28851
N3 1.66417 -0.67609 0.65737
N4 0.83962 0.15970 1.26759
O1 0.50508 1.19086 0.64589
O2 1.96183 -0.39476 -0.68091
H1 -0.87621 0.60616 -0.68042
H2 -2.64838 0.19112 -0.72030
H3 2.37475 -1.16634 1.13836
H4 1.75600 0.63739 -0.73146

Forces on the atoms, in the same order (eV/Å):
-0.79 0.07 -0.13
-0.60 0.59 -1.40
-1.80 2.25 -2.26
0.67 0.56 0.76
1.01 -1.82 -0.07
-0.10 2.21 0.50
-0.91 -0.28 0.52
1.73 -0.59 0.96
0.42 -0.49 0.83
0.37 -2.50 0.29

Here are the natural (NBO) charges for atoms 1 to 5, given in e: number 1, N, carries -0.20; number 2, N, carries -0.39; number 3, N, carries -0.11; number 4, N, carries 0.23; number 5, O, carries -0.48

=====

(4)
Below is H4N6O2S as an isolated structure in a non-equilibrium geometry, with properties calculated with ωB97M-V with the def2-TZVPD basis set.

* E: -23928.164 eV
* energy relative to the best compared isomer or geometry (same formula, charge and spin): 0.4233 eV
* charge: 0
* LUMO: -0.199 eV

CARTESIAN COORDINATES (ANGSTROEM)
N1 0.48041 0.90928 0.08880
N2 1.34584 1.46488 0.84246
N3 -1.19467 -2.04721 -0.26510
N4 0.56642 0.86727 -1.13921
N5 -0.58938 -0.17276 -2.00947
N6 0.95657 1.44395 2.17805
O1 1.85115 1.67731 2.94985
O2 -0.20133 1.25101 2.45280
S1 -0.39802 -1.74117 -1.73496
H1 -2.07670 -2.53549 -0.37209
H2 -0.61826 -2.52473 0.41547
H3 1.32578 1.17070 -1.74464
H4 -1.44781 0.23696 -1.66197

Forces on the atoms, in the same order (eV/Å):
-0.52 -0.09 2.63
0.98 0.16 -2.87
0.17 -0.24 -0.29
-1.63 -1.53 -2.41
2.15 2.59 0.96
-0.84 -0.31 0.57
0.26 0.04 0.11
-0.47 -0.10 0.39
-0.39 -0.95 0.65
0.11 0.07 -0.13
0.08 0.21 0.04
0.19 0.05 0.21
-0.09 0.10 0.14

Here are the natural (NBO) charges for atoms 1 to 5, given in e: number 1, N, carries 0.05; number 2, N, carries -0.25; number 3, N, carries -1.01; number 4, N, carries -0.24; number 5, N, carries -0.65

=====

Copy entry 3 word for word.
Below is a 2-piece molecular cluster, H4N4O2 overall in a non-equilibrium geometry, with properties calculated with ωB97M-V with the def2-TZVPD basis set.

* E: -10113.422 eV
* energy relative to the best compared isomer or geometry (same formula, charge and spin): 2.0453 eV
* charge: 0
* LUMO: 0.546 eV

CARTESIAN COORDINATES (ANGSTROEM)
N1 -1.36808 -0.92432 0.46699
N2 -1.64484 -0.03196 -0.28851
N3 1.66417 -0.67609 0.65737
N4 0.83962 0.15970 1.26759
O1 0.50508 1.19086 0.64589
O2 1.96183 -0.39476 -0.68091
H1 -0.87621 0.60616 -0.68042
H2 -2.64838 0.19112 -0.72030
H3 2.37475 -1.16634 1.13836
H4 1.75600 0.63739 -0.73146

Forces on the atoms, in the same order (eV/Å):
-0.79 0.07 -0.13
-0.60 0.59 -1.40
-1.80 2.25 -2.26
0.67 0.56 0.76
1.01 -1.82 -0.07
-0.10 2.21 0.50
-0.91 -0.28 0.52
1.73 -0.59 0.96
0.42 -0.49 0.83
0.37 -2.50 0.29

Here are the natural (NBO) charges for atoms 1 to 5, given in e: number 1, N, carries -0.20; number 2, N, carries -0.39; number 3, N, carries -0.11; number 4, N, carries 0.23; number 5, O, carries -0.48